ORCA calculation (the ωB97M-V functional and the def2-TZVPD basis) on a molecular structure, C42H47AsFeN2O3SSbSe.

```
! wB97M-V def2-TZVPD RIJCOSX def2/J DEFGRID3
* xyz 2 6
Sb 0.09820 -3.83650 -0.60021
Se -0.23342 2.09341 -1.13796
As -3.87553 0.54554 0.31287
Fe -0.39339 0.22453 0.28345
S -0.49226 -1.65822 -1.06080
O 6.33929 -0.78402 2.34220
O -2.34618 0.37638 0.96212
O 0.05983 -0.57719 7.44679
N 1.85001 0.00617 0.51002
N 0.09930 0.08052 2.46618
C -3.80210 1.20926 -1.48126
C 2.66384 -0.03992 -0.54765
C -2.18870 -4.15284 1.37117
C -0.16148 3.31107 1.90260
C 1.38212 -0.03317 2.83940
C -2.57318 -5.32966 -3.62607
C -0.03245 -6.05269 -2.73587
C -0.80696 -5.72604 3.20774
C -2.83391 -4.62636 2.50372
C -1.96503 -4.59398 -2.62026
C -0.15304 -5.26125 2.07256
C 0.01238 4.83835 -1.64657
C 3.74163 -0.16408 1.93599
C 1.13819 -0.21580 6.61784
C -0.84334 0.09022 3.41181
C -0.55798 -0.00817 4.76055
C -1.91402 -6.41362 -4.19188
C 4.03356 -0.16296 -0.43019
C 4.74733 -4.32493 0.72306
C 4.59094 -0.22644 0.84116
C 1.74224 -0.14584 4.16906
C 2.97792 -4.94758 -0.78643
C 0.05786 5.61890 1.03642
C -2.14153 -5.40842 3.42153
C -0.85002 -4.47322 1.16306
C 2.14053 -4.03783 -0.14916
C -0.07329 4.27246 0.75080
C 0.76459 -0.12861 5.15692
C -0.64886 -6.77377 -3.74922
C 6.07839 -0.33767 1.02656
C 2.37441 -0.05863 1.73238
C 3.90998 -3.40483 1.34352
C -4.76306 -1.15036 0.26166
C 0.15796 6.58509 0.03656
C 0.13297 6.17000 -1.29326
C -0.69745 -4.96374 -2.18188
C 0.02364 4.45980 -3.10572
C -4.91546 1.73761 1.38425
C -0.09703 3.88118 -0.60721
C 2.59986 -3.26099 0.91243
C 0.28914 8.03612 0.39616
C 4.28595 -5.09020 -0.33930
H 0.94389 -6.35843 -2.38858
H 2.78246 -0.24146 4.45213
H -3.41627 2.22671 -1.47352
H -5.83542 -1.00517 0.13953
H 4.65222 -0.20911 -1.31805
H 2.63969 -5.53496 -1.62778
H -0.64074 2.37528 1.62584
H -2.38865 -6.98106 -4.98153
H -0.85204 3.86842 -3.37203
H -0.54721 8.35304 1.02152
H -1.85813 0.18468 3.05475
H 1.45397 0.77719 6.94355
H 0.04071 5.35017 -3.73045
H -0.13809 -7.61892 -4.19214
H -0.27360 -6.34300 3.91926
H 4.17013 -0.21310 2.92591
H -2.64625 -5.77572 4.30619
H 0.31771 8.66919 -0.48838
H 4.94238 -5.80409 -0.81934
H -2.72249 -3.53519 0.65636
H -0.06219 -1.53200 7.43133
H -3.12853 0.56891 -2.04847
H -5.93936 1.75865 1.01373
H 5.76526 -4.44584 1.07099
H 4.27389 -2.80494 2.16913
H -4.48184 2.73357 1.32928
H 1.94302 -2.54675 1.39867
H -3.56152 -5.05433 -3.97121
H -1.34755 0.01454 5.49800
H -4.37457 -1.72099 -0.58002
H 1.20265 8.20570 0.96962
H 1.99786 -0.87936 6.74092
H 0.83663 3.08142 2.28625
H -4.56212 -1.67611 1.19262
H 6.48484 -1.02080 0.27561
H 2.18960 0.00842 -1.52058
H -4.90282 1.38856 2.41423
H -0.73743 3.74904 2.71756
H -4.79644 1.19313 -1.92592
H 0.88637 -5.52027 1.90605
H -2.46696 -3.73314 -2.19538
H 0.90351 3.85957 -3.34247
H -3.87928 -4.39707 2.66816
H 0.21412 6.91063 -2.08048
H 7.29068 -0.85004 2.47475
H 0.07711 5.93142 2.07542
H 6.51692 0.65025 0.84682
*
```

Computed properties:
Energy above the lowest of the compared OMol25 structures with the same formula, charge and spin in kJ/mol: 37.71
HOMO (alpha / beta) in eV: -12.7 / -13.0
Gap between HOMO and LUMO (alpha / beta) in eV: 7.992 / 6.391
E_tot in a.u.: -8502.79008
F_max in eV Å⁻¹: 1.91
LUMO (alpha / beta) in eV: -4.7 / -6.6
<S²>: 8.781